Entry from OMol25: a 2-piece molecular cluster, C10H16 overall (wB97M-V/def2-TZVPD).

Last column: Mulliken charge in e.
Geometry (Å):
1 C -2.760 0.741 0.412  -1.49
2 C -1.325 0.907 0.877  1.29
3 C -1.173 0.913 2.290  -0.84
4 C 0.126 0.986 2.764  -0.33
5 C 1.232 1.301 1.960  -0.77
6 C 1.072 1.370 0.598  -0.16
7 C -0.228 1.126 -0.015  -0.83
8 H -3.031 0.247 -0.517  0.35
9 H -3.266 1.731 0.290  0.30
10 H -3.202 0.183 1.269  0.35
11 H -2.027 0.910 2.906  0.44
12 H 0.158 0.695 3.815  0.33
13 H 2.189 1.495 2.413  0.40
14 H 1.772 1.731 -0.079  0.53
15 H -0.499 1.151 -1.059  0.39
16 C 0.217 -1.970 -0.651  -0.50
17 C 0.932 -1.841 -2.045  -0.29
18 C 1.810 -0.572 -2.205  -1.13
19 H 0.318 -0.956 -0.249  -0.21
20 H 0.883 -2.433 0.106  0.32
21 H -0.820 -2.209 -0.678  0.33
22 H 1.482 -2.823 -2.196  0.30
23 H 0.144 -1.753 -2.903  0.25
24 H 1.304 0.345 -2.382  0.27
25 H 2.610 -0.612 -1.475  0.30
26 H 2.085 -0.664 -3.249  0.40

Properties
**Kohn-Sham gap**: 9.7754 eV
**Electronic energy**: -10627.740 eV
**HOMO**: -8.7844 eV
**Multiplicity**: 1
**Structure (SMILES)**: Cc1ccccc1.CCC

---

Entry from OMol25: C5H7CrO4 as an isolated structure (wB97M-V/def2-TZVPD).

Last column: Mulliken spin population.
Geometry (Å):
1 H -2.204 0.279 -2.316  -0.02
2 Cr -3.206 -1.223 0.224  4.04
3 O -3.224 0.497 -0.525  -0.01
4 O -1.043 1.137 -0.927  0.00
5 C -0.266 0.800 0.194  0.01
6 C 0.491 -0.490 -0.118  0.02
7 O -1.649 -1.086 -0.829  0.00
8 C -2.087 0.198 -1.217  -0.02
9 H 0.424 1.634 0.379  0.00
10 H -0.929 0.647 1.064  -0.01
11 H 0.268 -1.309 0.574  -0.01
12 H 0.711 -0.590 -1.189  0.00
13 H 2.778 -1.142 0.076  0.00
14 O 2.625 0.219 2.803  0.00
15 C 2.229 -0.228 0.349  0.00
16 C 2.473 0.034 1.699  0.00
17 H 2.608 0.620 -0.242  0.00

Properties
**Kohn-Sham gap (alpha / beta)**: 7.9360 / 8.7656 eV
**⟨S²⟩**: 6.033
**Electronic energy**: -41899.383 eV
**HOMO (alpha / beta)**: -12.5430 / -13.3682 eV
**Net charge**: +1
**Multiplicity**: 5

---

Entry from OMol25: a 2-piece molecular cluster, C2H5ClN2 overall (wB97M-V/def2-TZVPD).

Last column: Mulliken spin population.
Geometry (Å):
1 C 0.439 0.125 0.236  0.65
2 C -0.226 0.009 1.443  0.05
3 N 1.500 0.434 -0.207  0.28
4 N -0.931 -0.518 -1.423  0.88
5 Cl 0.155 -0.452 -2.678  0.13
6 H -0.103 -1.066 1.457  0.01
7 H -1.276 0.135 1.318  0.04
8 H 0.249 0.329 2.295  -0.01
9 H 1.475 0.583 -1.249  0.04
10 H -1.281 0.422 -1.192  -0.05

Properties
**Kohn-Sham gap (alpha / beta)**: 6.7334 / 8.6429 eV
**⟨S²⟩**: 2.008
**Electronic energy**: -17651.072 eV
**HOMO (alpha / beta)**: -5.9425 / -10.4394 eV
**Multiplicity**: 3

---

Entry from OMol25: a 2-piece molecular cluster, CHNOS2 overall (wB97M-V/def2-TZVPD).

Last column: Mulliken charge in e.
Geometry (Å):
1 C -1.232 -0.197 0.059  0.14
2 N -0.431 0.920 -0.048  -0.17
3 O -0.863 -1.333 -0.107  -0.41
4 S 1.141 0.987 -0.071  0.26
5 S 3.727 -0.301 -0.093  -0.13
6 H -2.343 -0.076 0.261  0.32

Properties
**Kohn-Sham gap (alpha / beta)**: 6.2530 / 6.2185 eV
**Electronic energy**: -26255.804 eV
**HOMO (alpha / beta)**: -9.6997 / -9.5977 eV
**Multiplicity**: 1

---

Entry from OMol25: a 2-piece molecular cluster, C3H10N4 overall (wB97M-V/def2-TZVPD).

Last column: Mulliken charge in e.
Geometry (Å):
1 H -0.582 -1.867 -0.623  0.28
2 N -0.728 -1.825 0.386  -0.59
3 C 0.080 -0.972 0.907  -0.03
4 N 1.090 -0.200 0.253  0.43
5 N 1.509 -0.661 -0.998  -0.85
6 N 2.166 0.144 1.064  -0.76
7 H -0.026 -0.686 1.963  0.40
8 H 1.512 -1.682 -1.011  0.26
9 H 0.822 -0.353 -1.688  0.27
10 H 2.663 -0.701 1.345  0.23
11 H 2.831 0.659 0.487  0.28
12 C -1.417 1.634 0.029  -0.34
13 C -2.379 1.145 -0.759  -0.46
14 H -0.280 1.268 -0.052  0.21
15 H -1.690 2.282 0.860  0.25
16 H -3.433 1.353 -0.590  0.24
17 H -2.138 0.461 -1.570  0.17

Properties
**Kohn-Sham gap**: 10.0531 eV
**Electronic energy**: -9230.215 eV
**HOMO**: -9.2261 eV
**Multiplicity**: 1
**Structure (SMILES)**: [H]/N=C\N(N)N.C=C

---

Entry from OMol25: the molecule C5H14N2O (wB97M-V/def2-TZVPD).

Last column: Mulliken charge in e.
Geometry (Å):
1 C -0.078 2.866 1.508  -0.89
2 N -0.248 1.873 0.460  -0.44
3 C -0.169 0.504 1.006  -0.99
4 C -0.151 -0.500 -0.131  0.03
5 C -1.104 -1.702 0.025  -0.36
6 O -2.276 -1.607 -0.778  -0.50
7 N 1.235 -0.843 -0.460  -0.41
8 C 1.408 -1.308 -1.831  -0.84
9 H -0.615 2.614 2.423  0.32
10 H -0.408 3.840 1.141  0.30
11 H 0.968 3.000 1.814  0.32
12 H 0.577 1.982 -0.130  0.24
13 H -1.028 0.383 1.650  0.48
14 H 0.710 0.391 1.654  0.36
15 H -0.561 -0.006 -1.015  0.32
16 H -0.595 -2.608 -0.263  0.24
17 H -1.459 -1.784 1.053  0.32
18 H -2.071 -1.170 -1.608  0.31
19 H 1.534 -1.575 0.170  0.29
20 H 1.134 -2.352 -1.978  0.31
21 H 2.442 -1.219 -2.178  0.31
22 H 0.756 -0.780 -2.530  0.30

Properties
**Kohn-Sham gap**: 9.9587 eV
**Electronic energy**: -10438.577 eV
**HOMO**: -8.9469 eV
**Multiplicity**: 1
**Structure (SMILES)**: CNC[C@H](CO)NC

---

Look up the electronic energy of the third one. -17651.072 eV